Entry 1:
{
  "formula": "C35H31F10LaN7",
  "method": "the ωB97M-V functional and the def2-TZVPD basis",
  "homo_lumo_gap_ev": 6.64,
  "e_above_lowest_ev": 0.035,
  "total_charge": 1,
  "symbols": ["La", "C", "N", "C", "C", "N", "C", "C", "F", "C", "F", "C", "F", "C", "F", "C", "F", "C", "C", "N", "C", "C", "F", "C", "F", "C", "F", "C", "F", "C", "F", "H", "H", "H", "H", "H", "H", "H", "H", "H", "H", "H", "C", "C", "N", "C", "C", "C", "C", "C", "C", "C", "C", "C", "N", "C", "H", "H", "H", "H", "H", "H", "H", "H", "C", "C", "N", "C", "C", "N", "C", "C", "H", "H", "H", "H", "H", "H", "H", "H", "H", "H", "H", "H"],
  "positions_angstrom": [[0.4856, -0.0899, 0.0551], [2.4340, -0.3610, -3.3815], [2.5348, 0.0511, -1.9757], [2.4802, 1.5309, -1.9071], [1.1807, 2.1608, -2.3629], [0.0582, 1.6545, -1.5730], [-1.1885, 2.2056, -1.8118], [-1.5165, 3.3507, -2.5575], [-0.5716, 4.0745, -3.1805], [-2.8178, 3.8187, -2.6830], [-3.0433, 4.9146, -3.3993], [-3.8763, 3.1794, -2.0660], [-5.1207, 3.6381, -2.1815], [-3.6072, 2.0424, -1.3251], [-4.5910, 1.3767, -0.7198], [-2.3099, 1.5939, -1.2320], [-2.1047, 0.4477, -0.5090], [3.8422, -0.4088, -1.4279], [3.6810, -1.0004, -0.0322], [2.7892, -0.2309, 0.8149], [3.2855, 0.7062, 1.6937], [4.5042, 1.3969, 1.6383], [5.3697, 1.1659, 0.6332], [4.8768, 2.3378, 2.5861], [6.0476, 2.9563, 2.4679], [4.0347, 2.6580, 3.6351], [4.3826, 3.5738, 4.5382], [2.8141, 2.0113, 3.7231], [1.9770, 2.2851, 4.7253], [2.4724, 1.0792, 2.7692], [1.2875, 0.4255, 2.9111], [3.2511, 0.0649, -3.9775], [1.4976, -0.0292, -3.8218], [2.4923, -1.4460, -3.4621], [3.3052, 1.9514, -2.4988], [2.6869, 1.8191, -0.8701], [1.0280, 1.9993, -3.4365], [1.3217, 3.2389, -2.2570], [4.5388, 0.4312, -1.4165], [4.2630, -1.1565, -2.1025], [4.6681, -1.1645, 0.4082], [3.2485, -2.0054, -0.1473], [-1.8060, 3.4113, 2.6640], [-1.0977, 2.6403, 1.7309], [-1.0029, 1.3279, 1.8036], [-1.6287, 0.6842, 2.8197], [-2.3409, 1.3693, 3.8075], [-2.4246, 2.7709, 3.7014], [-2.9701, 0.6456, 4.8776], [-2.8615, -0.6933, 4.9640], [-2.1006, -1.4272, 3.9909], [-1.9132, -2.8175, 4.0802], [-1.1294, -3.4637, 3.1602], [-0.5528, -2.7034, 2.1381], [-0.7499, -1.4040, 2.0019], [-1.4942, -0.7534, 2.9235], [-1.8456, 4.4849, 2.5504], [-0.5884, 3.1169, 0.8990], [-2.9762, 3.3297, 4.4471], [-3.5300, 1.2054, 5.6155], [-3.3305, -1.2379, 5.7730], [-2.3780, -3.3630, 4.8922], [-0.9424, -4.5263, 3.2147], [0.0845, -3.1833, 1.4023], [-1.9508, -2.6809, -1.0440], [-2.4095, -3.7372, -2.0831], [-1.4971, -3.7621, -3.2223], [-0.1505, -4.0737, -2.7625], [0.3255, -3.0014, -1.7479], [-0.7342, -1.9877, -1.5366], [-1.0728, -1.3619, -2.8417], [-1.4969, -2.4484, -3.8583], [-1.7148, -3.1472, -0.0885], [-2.7155, -1.9257, -0.8624], [-3.4113, -3.5129, -2.4500], [-2.4401, -4.7335, -1.6404], [0.5124, -4.1140, -3.6275], [-0.1563, -5.0645, -2.3070], [1.2253, -2.4862, -2.0900], [0.5584, -3.4551, -0.7797], [-0.2041, -0.8031, -3.1796], [-1.8667, -0.6370, -2.6648], [-0.8162, -2.4769, -4.7103], [-2.4972, -2.2519, -4.2448]],
  "mulliken_charge": [1.42, -1.67, 0.96, -1.35, -1.35, 0.98, -0.30, 0.73, -0.34, 0.21, -0.29, 0.68, -0.31, -0.19, -0.31, -0.42, 0.02, -0.87, -1.20, 0.35, 0.31, 0.88, -0.35, -0.16, -0.29, 0.77, -0.31, -0.32, -0.31, -0.41, -0.20, 0.32, 0.30, 0.52, 0.65, 0.07, 0.51, 0.62, 0.58, 0.42, 0.44, 0.38, -1.29, -0.53, 0.59, -0.25, 1.17, -0.87, -0.96, -1.01, 1.22, -0.76, -1.15, -0.57, 0.60, -0.25, 0.52, 0.51, 0.47, 0.47, 0.45, 0.46, 0.48, 0.47, -0.58, -0.88, -0.14, -0.99, -0.03, 1.11, 0.12, -0.86, 0.19, 0.44, 0.27, 0.38, 0.38, 0.28, -0.34, 0.34, -0.57, 0.27, 0.33, 0.32]
}


Entry 2:
{
  "formula": "C11H18N3O",
  "method": "the ωB97M-V functional and the def2-TZVPD basis",
  "homo_lumo_gap_ev": [9.42, 6.16],
  "e_above_lowest_ev": 3.898,
  "total_charge": 1,
  "symbols": ["C", "C", "C", "C", "C", "C", "C", "C", "C", "C", "C", "N", "N", "N", "O", "H", "H", "H", "H", "H", "H", "H", "H", "H", "H", "H", "H", "H", "H", "H", "H", "H", "H"],
  "positions_angstrom": [[1.5897, -0.7289, -2.1809], [2.2812, -1.8690, -1.8069], [1.8411, -2.8581, -0.8285], [1.1739, -2.2719, 0.4375], [-0.4734, 2.7994, -0.8854], [0.8354, 2.0961, -0.8241], [-0.2811, -2.0977, 0.2202], [-1.3639, 2.6893, 0.4150], [-1.0266, 0.2562, 0.2457], [-0.9649, -3.3707, 0.5802], [-0.6894, 3.5230, 1.4814], [-0.8467, -0.9108, 0.8897], [-1.4920, 1.2785, 0.9065], [0.7385, 0.1040, -2.2851], [2.0894, -4.0351, -1.0650], [2.9717, -2.3524, -2.5116], [1.3621, -2.8996, 1.2972], [1.6406, -1.2471, 0.5261], [-0.3857, 3.8669, -0.9472], [-1.0258, 2.5963, -1.8342], [1.5937, 2.6111, -1.4662], [1.1514, 1.4181, 0.1123], [-0.3376, -1.9759, -0.8460], [-2.2779, 3.0292, 0.2396], [-0.5088, 0.3059, -0.6914], [-0.5183, -4.1413, -0.0562], [-2.0507, -3.1400, 0.3080], [-0.8719, -3.6521, 1.7394], [0.3055, 2.9461, 1.7237], [-1.3539, 3.6294, 2.3838], [-0.4676, 4.4849, 1.0754], [-0.8714, -1.1636, 1.8037], [-1.7665, 1.0794, 1.8433]],
  "mulliken_charge": [0.68, -0.85, 0.60, -0.56, -0.53, -0.75, -0.17, -0.12, -0.06, -1.42, -1.19, -0.18, -0.10, -0.52, -0.51, 0.39, 0.43, 0.28, 0.48, 0.30, 0.28, 0.33, 0.50, 0.51, 0.49, 0.37, 0.38, 0.34, 0.29, 0.39, 0.40, 0.26, 0.27]
}


Entry 3:
{
  "formula": "C5H9NO",
  "method": "the ωB97M-V functional and the def2-TZVPD basis",
  "homo_lumo_gap_ev": 10.06,
  "e_above_lowest_ev": 5.552,
  "total_charge": 0,
  "symbols": ["C", "C", "C", "C", "C", "H", "H", "H", "H", "H", "H", "H", "H", "H", "N", "O"],
  "positions_angstrom": [[0.7443, -0.5244, 0.2844], [-0.2892, -0.2077, -0.7365], [-1.3918, -0.8061, -0.2066], [-0.1471, 0.6925, 0.9350], [-0.5606, 1.2754, -0.5225], [2.5535, -0.0434, 1.1200], [2.6693, -0.6616, -0.5772], [0.2873, -1.3997, 0.8403], [0.1176, -0.3811, -1.6814], [-2.2257, -0.7211, -0.8885], [-1.0798, -1.8971, -0.0687], [0.2120, 1.2410, 1.8720], [-1.6979, 1.6082, -0.7690], [0.2274, 1.9352, -0.8325], [2.1134, -0.0246, 0.1524], [-1.5328, -0.0856, 1.0787]],
  "mulliken_charge": [-0.10, -0.12, -0.98, -0.18, -0.66, 0.28, 0.25, 0.23, 0.64, 0.40, 0.29, 0.41, 0.21, 0.36, -0.57, -0.48]
}


The following calculated total energy values (in eV) correspond, in order, to the records above: -75259.278; -18205.171; -8863.661.